# 1
# C20H30F5N5O25

10 unconnected molecules or ions with the total composition C20H30F5N5O25 in a non-equilibrium geometry (ωB97M-V/def2-TZVPD, OMol25).

- Structure (SMILES): O=C1OC[C@@H](F)O1.O=C1OC[C@@H](F)O1.O=C1OC[C@@H](F)O1.O=C1OC[C@@H](F)O1.O=C1OC[C@@H](F)O1.C[N+](=O)[O-].C[N+](=O)[O-].C[N+](=O)[O-].C[N+](=O)[O-].C[N+](=O)[O-]
- Total energy: -93437.89880 eV
- Largest force on an atom: 2.30 eV Å⁻¹
- HOMO level: -11.1 eV
- Frontier orbital gap: 10.3584 eV
- Energy above the lowest of the compared OMol25 structures with the same formula, charge and spin: 37.1 kcal per mole

The geometry in XYZ format:
```
85
Properties=species:S:1:pos:R:3:forces:R:3
C 10.9560 -6.8465 -21.0720 0.3 -1.8 -1.2
N 9.6092 -7.4859 -20.9340 -0.8 0.6 0.5
O 8.7107 -7.0893 -21.6571 0.4 -0.2 0.1
O 9.4742 -8.3343 -20.0711 0.2 0.2 -0.3
H 11.6132 -7.6995 -20.9071 0.3 0.4 0.7
H 11.1046 -6.0096 -20.4050 -0.2 0.0 0.1
H 11.0862 -6.6539 -22.1353 -0.3 0.7 0.1
C 14.3288 -7.6468 -22.6006 0.8 -1.1 -1.0
N 15.7539 -7.7255 -22.1337 -0.3 0.9 0.2
O 16.2941 -6.6829 -21.8234 -0.1 0.3 0.4
O 16.3332 -8.7813 -22.1958 -0.1 -0.6 0.1
H 14.1108 -8.6844 -22.8315 -0.5 0.3 0.2
H 14.4561 -7.1244 -23.5477 -0.5 0.2 0.0
H 13.6055 -7.1794 -21.9486 0.5 0.2 0.4
C 15.2053 -7.9975 -18.0886 -0.3 -0.3 -1.0
N 13.8647 -8.6406 -18.3219 -0.2 0.9 1.5
O 13.2866 -8.4163 -19.3631 0.2 -0.4 -0.5
O 13.3731 -9.1878 -17.3529 0.1 -0.4 -0.6
H 15.2037 -7.7048 -17.0477 0.3 0.0 0.0
H 15.2505 -7.1868 -18.8089 0.1 0.3 0.3
H 15.9775 -8.7137 -18.3617 0.0 -0.1 0.3
C 16.2911 -4.4151 -24.3894 0.8 -0.9 0.4
N 16.1372 -3.7127 -25.6811 -1.8 1.1 0.4
O 15.5882 -4.3340 -26.5685 0.6 -0.4 -0.3
O 16.2961 -2.5066 -25.6916 0.7 -0.4 0.0
H 16.3364 -5.4784 -24.6052 0.0 0.0 0.0
H 15.4375 -4.2093 -23.7495 -0.1 0.3 -0.3
H 17.2026 -4.1269 -23.8721 0.0 0.3 -0.2
C 10.2945 -9.6039 -25.3549 1.1 0.0 0.4
N 11.6010 -8.8384 -25.1838 -1.3 -0.1 0.2
O 12.3868 -8.7949 -26.0952 0.1 0.0 -0.4
O 11.7842 -8.3725 -24.0803 0.3 0.2 0.3
H 9.9034 -9.4847 -26.3568 0.1 0.0 0.0
H 9.6334 -9.2837 -24.5598 -0.1 0.1 -0.1
H 10.6508 -10.6150 -25.1577 -0.5 -0.2 -0.2
C 21.0576 -6.8279 -23.8733 -0.9 0.4 0.6
C 19.5446 -6.9532 -24.0792 0.5 -0.2 -0.5
O 19.2734 -6.0537 -25.1245 0.2 0.0 0.2
C 20.2583 -5.1095 -25.1448 0.3 1.2 0.5
O 20.1727 -4.0503 -25.6821 0.1 -0.9 0.0
O 21.2987 -5.4953 -24.3506 -0.2 -0.5 -0.9
F 18.8760 -6.5370 -22.9630 -0.2 -0.1 -0.1
H 21.5676 -7.6377 -24.3936 0.4 0.4 -0.3
H 21.3129 -6.8096 -22.8172 0.0 -0.3 0.0
H 19.2022 -7.9253 -24.4267 -0.2 0.0 0.5
C 12.4925 -12.8477 -21.3471 0.4 0.7 1.0
C 11.8728 -11.5006 -20.9940 0.7 -1.4 0.6
O 10.6219 -11.5990 -21.5974 0.4 0.9 0.0
C 10.7561 -12.4110 -22.6830 0.3 -0.3 0.3
O 9.9261 -12.5242 -23.5083 -0.3 -0.1 -0.7
O 11.9500 -13.0677 -22.6467 -0.2 0.0 0.2
F 12.6831 -10.5537 -21.5885 -0.5 0.5 -0.3
H 12.2363 -13.6380 -20.6411 -0.4 -0.1 -0.2
H 13.5692 -12.7032 -21.2700 0.1 -0.3 -0.9
H 11.8492 -11.2696 -19.9331 -0.5 0.1 -0.1
C 14.1958 -11.2985 -24.4038 1.1 -0.1 0.3
C 14.8388 -10.3517 -25.4230 -1.5 -1.3 0.5
O 15.9940 -11.0845 -25.7636 -0.2 1.4 -0.3
C 16.3962 -11.7666 -24.6611 -0.2 -0.8 0.6
O 17.4742 -12.2453 -24.5218 -0.4 0.2 -0.3
O 15.3672 -11.8645 -23.7769 0.6 0.1 -0.3
F 15.1304 -9.1650 -24.8107 0.7 -0.1 -0.4
H 13.7002 -12.1476 -24.8757 -0.5 0.4 -0.1
H 13.6406 -10.7957 -23.6190 -0.3 -0.1 -0.2
H 14.1386 -10.1470 -26.2282 0.8 0.0 -0.5
C 18.9469 -10.4609 -22.9194 -1.0 -0.5 0.0
C 18.4416 -11.1745 -21.6920 -1.3 -0.3 -1.2
O 19.6080 -11.2383 -20.9203 0.3 0.1 0.9
C 20.2130 -10.0363 -21.0990 -1.1 1.1 -0.3
O 20.8760 -9.4353 -20.3291 0.6 -0.5 0.0
O 19.7470 -9.4708 -22.2706 0.8 -0.6 -0.3
F 17.9519 -12.4101 -21.9486 0.6 -0.1 0.4
H 18.1376 -10.0209 -23.4970 0.2 0.4 0.2
H 19.4297 -11.2186 -23.5443 0.7 0.5 0.0
H 17.6202 -10.6188 -21.2340 0.3 0.1 0.5
C 17.8474 -4.6643 -20.2482 -1.5 0.9 0.6
C 16.4024 -4.2043 -20.0787 -0.2 -0.2 -2.3
O 16.5408 -2.8086 -20.0960 -0.5 0.1 0.9
C 17.7669 -2.4858 -19.5930 0.3 -0.7 0.7
O 18.1177 -1.4191 -19.2296 -0.1 0.0 -0.3
O 18.4962 -3.6324 -19.5052 0.8 0.2 -0.2
F 15.7845 -4.7320 -18.9840 0.1 0.5 0.5
H 18.0497 -4.5555 -21.3125 0.5 -0.5 0.1
H 17.9803 -5.6395 -19.7975 0.5 0.0 -0.2
H 15.7631 -4.4052 -20.9356 0.0 -0.4 0.1
```
Positions in Å, forces in eV/Å.

# 2
# C4H11NO2PS

2 unconnected molecules or ions with the total composition C4H11NO2PS in a non-equilibrium geometry (ωB97M-V/def2-TZVPD, OMol25).

- Total energy: -30039.14907 eV
- Largest force on an atom: 1.26 eV Å⁻¹
- HOMO level: -3.6 eV
- Frontier orbital gap: 7.1238 eV
- Energy above the lowest of the compared OMol25 structures with the same formula, charge and spin: 0.0 kcal per mole
- Total charge: -1

The geometry in XYZ format:
```
20
Properties=species:S:1:pos:R:3:forces:R:3
C 2.6914 -1.0061 0.4423 0.1 0.2 -0.1
C 0.0940 1.6218 -0.7415 0.0 -0.1 0.2
C 2.1361 0.2445 -0.2247 -0.2 -0.1 0.2
C 0.6159 0.3543 -0.0796 0.0 0.0 -0.2
N -3.3314 -1.4774 0.7042 0.1 1.0 -0.3
O -2.7813 1.0413 1.2548 0.7 -0.5 0.0
O -3.8907 0.4672 -1.0031 0.4 -0.5 -0.4
P -3.0803 0.1012 0.1638 -0.6 -0.3 0.4
S -0.2034 -1.0959 -0.8014 -1.2 0.2 0.2
H 3.7730 -1.0696 0.3204 0.1 0.0 0.1
H 2.4557 -0.9996 1.5063 0.0 -0.1 0.1
H 2.2283 -1.8850 -0.0001 0.0 -0.1 0.0
H 0.2820 1.5880 -1.8144 0.0 0.0 -0.1
H 0.5776 2.5053 -0.3229 0.1 0.2 0.1
H -0.9819 1.6972 -0.5855 0.1 0.2 0.0
H 2.3836 0.2296 -1.2903 0.0 0.1 0.0
H 2.5971 1.1363 0.2206 0.0 0.0 -0.1
H 0.3559 0.3692 0.9862 0.1 0.1 0.0
H -2.5878 -1.7092 1.3473 0.2 -0.2 0.0
H -3.3337 -2.1129 -0.0823 0.1 -0.1 0.0
```
Positions in Å, forces in eV/Å.

# 3
# S2

A molecular structure, S2 in a non-equilibrium geometry (ωB97M-V/def2-TZVPD, OMol25).

- Total energy: -21664.99401 eV
- Largest force on an atom: 5.36 eV Å⁻¹
- HOMO level: -9.9 eV
- Frontier orbital gap: 5.4449 eV
- Energy above the lowest of the compared OMol25 structures with the same formula, charge and spin: 92.3 kcal per mole

The geometry in XYZ format:
```
2
Properties=species:S:1:pos:R:3:forces:R:3
S 0.0000 0.0000 1.3538 0.0 0.0 -5.4
S 0.0000 0.0000 -1.3538 0.0 0.0 5.4
```
Positions in Å, forces in eV/Å.

# 4
# C36H26N8O3PTeY

A molecular structure, C36H26N8O3PTeY in a non-equilibrium geometry (ωB97M-V/def2-TZVPD, OMol25).

- Total energy: -73448.75801 eV
- Largest force on an atom: 1.58 eV Å⁻¹
- HOMO level: -6.0 eV
- Frontier orbital gap: 4.9399 eV

The geometry in XYZ format:
```
76
Properties=species:S:1:pos:R:3:forces:R:3
Y -0.4888 0.5613 0.8055 -0.1 -0.2 1.6
C 2.2790 6.7399 -0.0583 -0.1 0.0 0.0
C 1.0844 7.1895 0.5242 0.1 0.1 0.0
C 0.0888 6.3122 0.9096 0.0 -0.1 0.0
C 0.3135 4.9529 0.7142 0.0 0.1 0.1
C -0.5206 3.7770 0.9524 0.0 0.0 -0.1
N 0.2623 2.6454 0.5764 -0.1 0.3 -0.3
C 1.4182 3.0532 0.0450 0.2 -0.1 -0.1
N 2.4054 2.3060 -0.5001 -0.1 0.1 0.1
C 2.2438 1.0192 -0.7650 -0.1 0.0 -0.1
C 3.3407 0.1528 -1.2317 0.1 0.0 -0.1
C 4.6658 0.3695 -1.1980 0.1 -0.1 0.0
C 5.5542 -0.7328 -1.4683 0.0 0.2 0.0
C 5.0806 -1.9707 -1.7197 -0.1 -0.2 0.0
C 3.6556 -2.2569 -1.7953 0.1 0.0 0.0
C 2.7576 -1.1460 -1.5564 -0.1 0.2 0.1
C 1.4057 -1.1565 -0.8402 0.0 0.0 0.0
N 0.3839 -1.9927 -1.4132 0.0 0.1 0.0
C -0.8825 -1.8078 -1.2290 -0.1 0.1 0.0
N -1.5417 -0.8247 -0.5228 -0.1 -0.3 -0.3
C -2.9196 -1.0494 -0.5318 0.0 0.1 0.0
N -3.8570 -0.3401 -0.0100 0.1 0.1 0.1
C -3.6622 0.8972 0.5943 -0.1 -0.2 -0.1
N -2.4824 1.5137 0.8024 0.0 0.3 -0.4
C -2.6939 2.8162 1.2353 0.0 0.0 -0.1
N -1.7688 3.8067 1.2784 0.0 -0.1 0.0
C -4.0972 2.9926 1.3685 -0.1 0.2 0.1
C -4.8951 4.0909 1.7541 0.2 -0.1 0.0
C -6.2539 3.9426 1.7370 -0.1 0.0 0.0
C -6.8672 2.7251 1.3356 0.0 0.1 0.0
C -6.1128 1.6525 0.9478 0.1 0.0 0.0
C -4.7097 1.7815 0.9688 -0.1 -0.1 0.0
C -3.1476 -2.2894 -1.3071 -0.1 0.1 0.1
C -4.3155 -2.9574 -1.6288 0.0 0.0 0.0
C -4.2060 -4.0914 -2.4236 0.0 0.0 0.0
C -2.9670 -4.5319 -2.8907 0.0 0.0 0.0
C -1.7987 -3.8538 -2.5654 0.0 0.0 0.0
C -1.9144 -2.7358 -1.7595 0.2 -0.1 -0.1
N 1.1346 0.2866 -0.6542 0.2 -0.2 -0.1
C 1.5021 4.5086 0.1353 0.1 0.0 0.0
C 2.4983 5.3916 -0.2653 0.0 0.0 0.0
H 3.0312 7.4600 -0.3522 0.0 0.0 0.0
H 0.9394 8.2528 0.6693 0.0 0.0 0.0
H -0.8375 6.6600 1.3461 0.0 0.0 0.0
H 5.0518 1.3401 -0.9169 0.0 0.0 0.0
H 6.6226 -0.5661 -1.4363 0.0 0.0 0.0
H 5.7674 -2.7922 -1.8788 0.0 0.0 0.0
H 3.3054 -3.2629 -1.6067 0.0 0.0 0.0
H -4.4339 5.0232 2.0521 0.0 0.0 0.0
H -6.8844 4.7725 2.0317 0.0 0.0 0.0
H -7.9472 2.6533 1.3334 0.0 0.0 0.0
H -6.5720 0.7257 0.6300 0.0 0.0 0.0
H -5.2724 -2.5984 -1.2755 0.0 0.0 0.0
H -5.0988 -4.6398 -2.6959 0.0 0.0 0.0
H -2.9183 -5.4094 -3.5224 0.0 0.0 0.0
H -0.8338 -4.1710 -2.9386 0.0 0.0 0.0
H 3.4071 5.0256 -0.7237 0.0 0.0 0.0
C 4.7224 -2.8345 2.3322 0.0 0.0 0.0
C 3.6649 -1.7879 2.5734 0.0 0.1 0.0
O 3.0828 -1.3956 1.2985 0.0 0.0 0.0
P 1.6264 -1.8056 0.8941 0.0 -0.1 -0.1
O 0.5601 -1.2215 1.7965 0.2 -0.1 -0.2
Te 2.6932 -1.6185 -3.7410 0.0 0.0 0.0
O 1.6556 -3.3749 0.9331 0.0 0.1 0.0
C 0.4526 -4.2023 0.9057 0.0 0.1 0.1
C 0.5634 -5.1728 -0.2384 0.0 0.0 -0.1
H 5.2064 -3.0945 3.2746 0.0 0.0 0.0
H 5.4796 -2.4578 1.6450 0.0 0.0 0.0
H 4.2823 -3.7358 1.9065 0.0 0.0 0.0
H 4.0796 -0.8737 2.9939 0.0 0.0 0.0
H 2.8745 -2.1435 3.2367 0.0 0.0 0.0
H -0.4181 -3.5520 0.8211 0.0 -0.1 0.0
H 0.4177 -4.7059 1.8712 0.0 0.0 0.0
H 0.6542 -4.6306 -1.1787 0.0 0.0 0.0
H -0.3301 -5.7965 -0.2763 0.0 0.0 0.0
H 1.4343 -5.8168 -0.1138 0.0 0.0 0.0
```
Positions in Å, forces in eV/Å.